(1)
{
  "formula": "C26H78O26",
  "method": "wB97M-V/def2-TZVPD",
  "species": ["C", "C", "O", "O", "H", "H", "H", "H", "H", "H", "C", "C", "O", "O", "H", "H", "H", "H", "H", "H", "C", "C", "O", "O", "H", "H", "H", "H", "H", "H", "C", "C", "O", "O", "H", "H", "H", "H", "H", "H", "C", "C", "O", "O", "H", "H", "H", "H", "H", "H", "C", "C", "O", "O", "H", "H", "H", "H", "H", "H", "C", "C", "O", "O", "H", "H", "H", "H", "H", "H", "C", "C", "O", "O", "H", "H", "H", "H", "H", "H", "C", "C", "O", "O", "H", "H", "H", "H", "H", "H", "C", "C", "O", "O", "H", "H", "H", "H", "H", "H", "C", "C", "O", "O", "H", "H", "H", "H", "H", "H", "C", "C", "O", "O", "H", "H", "H", "H", "H", "H", "C", "C", "O", "O", "H", "H", "H", "H", "H", "H"],
  "coordinates": [[-2.10137, -2.43021, -28.75421], [-0.91093, -2.43521, -29.68933], [-1.07403, -1.48608, -30.72789], [-3.34731, -2.39851, -29.42303], [-2.07073, -1.69730, -27.94048], [-2.11784, -3.33304, -28.13334], [-0.88400, -3.41098, -30.19496], [0.06211, -2.31554, -29.21326], [-1.99520, -1.21999, -30.81530], [-3.71987, -3.24229, -29.68664], [-5.33388, -2.53274, -20.22133], [-6.23531, -1.31324, -20.12989], [-7.29010, -1.51876, -19.17127], [-4.63430, -2.70045, -18.99562], [-4.65167, -2.40728, -21.06076], [-5.90434, -3.45550, -20.37160], [-6.82333, -1.25444, -21.05237], [-5.59779, -0.44298, -19.97886], [-7.84578, -0.73568, -19.18364], [-5.21163, -3.08528, -18.33366], [-0.33407, -4.81525, -19.54493], [-1.71663, -4.23093, -19.69483], [-2.58044, -5.18018, -20.35340], [-0.36067, -5.99747, -18.74879], [0.29367, -3.97231, -19.22164], [0.08875, -5.14080, -20.50390], [-1.52752, -3.43089, -20.42007], [-2.19371, -3.83911, -18.79982], [-3.15100, -5.58197, -19.69297], [0.53175, -6.13665, -18.41419], [-0.64675, -9.32497, -22.05215], [-1.11383, -7.97811, -21.50959], [-1.90704, -7.31199, -22.48374], [0.49874, -9.16764, -22.86667], [-1.42655, -9.81652, -22.64484], [-0.52184, -10.01480, -21.20979], [-0.20952, -7.38567, -21.35155], [-1.60733, -8.16207, -20.55579], [-2.26355, -6.53047, -22.02995], [0.70267, -9.97256, -23.34681], [-3.78720, 1.67702, -29.25013], [-4.80795, 0.98660, -28.35219], [-4.51036, -0.30431, -27.89888], [-3.83697, 1.07397, -30.55838], [-2.81282, 1.78318, -28.76573], [-4.11569, 2.69999, -29.47321], [-5.81506, 0.93230, -28.78145], [-4.93847, 1.70057, -27.52816], [-3.89842, -0.80564, -28.45623], [-2.94692, 1.06266, -30.92832], [-5.99634, -1.89079, -27.63866], [-5.68098, -3.28747, -27.06071], [-6.30212, -4.37659, -27.72450], [-7.26095, -1.37416, -27.27861], [-6.01339, -2.17103, -28.70543], [-5.14482, -1.22036, -27.58517], [-5.75726, -3.31652, -25.97292], [-4.61121, -3.38762, -27.30932], [-6.35508, -5.11075, -27.10755], [-7.95836, -1.95320, -27.59466], [-1.23345, 2.33249, -25.14065], [-1.78781, 1.00351, -25.50380], [-1.71965, 0.03851, -24.47128], [-2.24070, 3.05867, -24.40585], [-0.97011, 2.81844, -26.08895], [-0.33375, 2.37783, -24.52232], [-1.27518, 0.64585, -26.41161], [-2.78907, 1.21993, -25.90661], [-2.38114, -0.61201, -24.74064], [-1.79774, 3.45626, -23.65278], [-4.10477, -2.23418, -24.50221], [-3.86527, -2.52688, -23.03688], [-3.72586, -3.90461, -22.79365], [-3.07691, -2.61472, -25.40499], [-4.36380, -1.18072, -24.68251], [-5.06445, -2.71033, -24.76003], [-4.78078, -2.17856, -22.54563], [-3.01379, -1.90189, -22.74307], [-3.04991, -4.04622, -22.12068], [-3.34190, -2.31311, -26.28226], [-5.60169, 1.38075, -24.81813], [-5.20969, 0.98002, -23.38401], [-4.41161, 1.93060, -22.71994], [-6.45014, 0.38458, -25.39441], [-4.70892, 1.38101, -25.44351], [-6.04250, 2.37551, -24.88898], [-4.69596, 0.02379, -23.53113], [-6.16031, 0.83504, -22.87036], [-3.73298, 2.16222, -23.37669], [-7.36725, 0.60318, -25.19775], [-6.99433, -1.94971, -23.89625], [-6.86484, -1.50590, -22.46507], [-8.05698, -0.93871, -21.94925], [-7.68966, -3.20006, -23.99706], [-6.12331, -1.79527, -24.53768], [-7.68114, -1.21630, -24.33279], [-5.96062, -0.89268, -22.38208], [-6.54460, -2.33436, -21.81163], [-8.62056, -1.69118, -21.74612], [-7.28993, -3.77219, -23.32144], [-7.28736, -6.40028, -22.21060], [-5.85635, -6.94027, -22.31155], [-5.16999, -6.22585, -23.32280], [-7.20627, -4.99073, -21.90690], [-7.76284, -6.90013, -21.36283], [-7.86012, -6.47958, -23.13548], [-5.72010, -8.00871, -22.47155], [-5.39527, -6.75841, -21.33040], [-5.10570, -5.31656, -22.99543], [-7.66172, -4.91263, -21.06629], [1.36939, -4.38677, -24.83420], [-0.14355, -4.54835, -24.83561], [-0.77144, -3.90569, -23.71990], [1.77022, -3.12720, -25.35762], [1.77789, -5.13892, -25.53213], [1.97669, -4.63927, -23.95936], [-0.44997, -5.59683, -24.72626], [-0.59345, -4.18615, -25.76353], [-1.31512, -3.23114, -24.14995], [2.53233, -2.76506, -24.90886], [-3.32620, -6.36980, -26.90864], [-3.19555, -6.83129, -25.46822], [-2.11461, -7.73003, -25.30715], [-2.25530, -5.53221, -27.36398], [-4.20608, -5.73330, -27.04259], [-3.44064, -7.20267, -27.60497], [-4.12192, -7.35066, -25.21973], [-3.04625, -5.98117, -24.79728], [-1.87062, -7.72539, -24.36850], [-1.64404, -5.41192, -26.63514]],
  "forces_ev_per_angstrom": [[0.218, -1.911, 1.517], [-0.833, -0.557, -1.002], [0.587, 0.915, -0.058], [-0.185, 1.597, -0.377], [-0.057, 0.877, -0.676], [0.512, -0.333, -0.282], [0.007, -0.122, 0.310], [-0.201, 0.316, 0.256], [-0.161, -0.402, 0.182], [0.374, -0.350, 0.267], [-0.874, 0.113, 1.714], [-0.689, -0.343, 0.416], [0.735, -0.250, 0.888], [1.187, -0.163, 0.016], [0.130, -0.138, 1.128], [-0.148, 0.112, -0.417], [1.904, 1.501, 4.783], [-0.111, 0.295, 0.493], [0.001, 0.032, -0.063], [-0.302, 0.173, -0.087], [0.062, -0.335, -0.230], [0.447, -0.590, -1.326], [-0.073, 0.246, 0.029], [0.239, 0.600, 0.670], [0.178, -0.441, 0.619], [-0.429, 0.476, -0.304], [-0.495, 0.278, 0.183], [0.219, -0.026, 0.088], [0.005, 0.004, -0.005], [-0.126, -0.150, 0.031], [-0.756, -0.468, -0.196], [0.946, -0.640, -0.867], [-0.353, 0.056, 0.684], [0.363, 0.452, 0.294], [-0.324, 0.371, -0.018], [0.620, 0.130, 0.121], [0.043, -0.013, 0.381], [-0.331, 0.306, -0.040], [0.014, 0.002, -0.346], [-0.185, -0.110, 0.034], [-1.357, 0.235, -1.033], [-0.410, 1.695, -0.295], [6.220, 6.051, -0.866], [1.012, -0.554, 0.494], [0.193, -0.599, -0.265], [-0.181, 0.072, 0.760], [0.268, 0.135, -0.522], [0.170, -0.569, 0.391], [0.035, 0.258, -0.819], [-0.100, 0.035, -0.063], [-3.071, -6.319, -0.191], [1.097, 0.907, -0.408], [-0.808, 0.028, 0.074], [-0.217, 0.677, 0.358], [-0.062, 0.427, -0.352], [-3.147, -2.213, 2.107], [-0.650, -0.474, -0.489], [0.127, -0.115, 0.292], [-0.102, -0.061, 0.009], [0.113, -0.224, -0.100], [0.090, 0.783, 0.470], [0.565, -0.345, -1.079], [-0.798, 0.453, -0.357], [0.135, 0.024, -0.233], [-0.305, 0.350, 0.162], [0.123, -0.758, -0.215], [0.340, -0.123, 0.244], [-0.186, -0.266, 0.553], [0.343, -0.416, 0.301], [-0.170, 0.159, 0.065], [-1.035, -0.539, -0.823], [0.188, 0.770, -1.290], [0.136, 0.197, -0.049], [0.675, 0.090, 0.619], [0.374, -0.098, 0.305], [1.541, -0.537, 0.098], [0.765, 0.125, -0.576], [0.097, -0.336, 0.569], [-0.044, -0.279, 0.056], [-0.056, -0.198, 0.061], [0.064, -0.244, -0.132], [-0.561, 0.580, -1.069], [-0.065, -0.170, -0.523], [0.512, 0.828, 0.199], [0.088, 0.121, 0.012], [-0.046, 0.110, 0.236], [-0.048, 0.217, 0.675], [0.324, 0.226, 0.382], [0.234, 0.250, 0.359], [0.052, -0.087, -0.130], [-2.534, 1.065, -0.741], [1.184, -2.216, -3.567], [-0.732, 0.407, -1.065], [1.019, 0.239, 0.132], [-0.962, -0.327, 0.735], [-0.055, -0.336, -0.064], [-1.166, 0.440, -0.109], [-0.759, -0.747, -1.932], [-0.329, 0.052, -0.099], [-0.322, -0.215, -0.177], [0.531, -0.432, 0.204], [0.027, 0.873, -0.001], [-0.266, -0.283, 0.429], [0.014, -0.497, 0.367], [-0.358, -0.131, -0.285], [0.090, -0.360, 0.057], [-0.524, -0.036, -0.376], [0.074, 0.116, 0.041], [0.386, 0.070, -0.237], [0.020, 0.506, 0.053], [1.106, -0.854, -1.402], [0.018, -0.529, 1.401], [-0.080, 0.696, -0.602], [-0.617, 0.516, -0.193], [-0.436, -0.053, -0.164], [-0.983, 0.241, 0.675], [0.594, -0.143, -0.282], [0.455, 0.285, -0.067], [-0.118, 0.072, 0.472], [0.053, -0.144, 0.267], [0.038, 0.663, -0.123], [-0.057, -0.237, -0.365], [0.487, -0.076, -0.321], [0.176, -0.168, -0.103], [-0.279, -0.328, 0.397], [0.226, -0.189, 0.124], [-0.175, 0.259, 0.176], [-0.328, 0.159, -0.050], [-0.131, 0.062, -0.062], [0.097, -0.211, 0.072]],
  "orbital_gap_ev": 8.659,
  "fmax_ev_per_a": 8.72,
  "total_charge": 0,
  "energy_ev": -81447.2716
}



(2)
{
  "formula": "C5H4NO3",
  "method": "wB97M-V/def2-TZVPD",
  "species": ["C", "C", "C", "C", "C", "N", "O", "O", "O", "H", "H", "H", "H"],
  "coordinates": [[0.17865, 1.37583, -0.03960], [-1.70130, 0.91674, -0.98893], [1.05812, -1.04571, -0.22333], [0.50472, -0.97751, 1.21941], [-0.13636, -0.10310, 0.13531], [-0.78614, 1.87343, -0.83180], [1.27184, 1.86966, 0.43682], [-2.75784, 1.03574, -1.65414], [-1.37280, -0.30601, -0.41384], [1.91622, -0.39494, -0.37635], [0.77735, -1.97429, -0.84624], [0.01543, -1.93161, 1.62153], [1.03210, -0.33822, 1.96115]],
  "forces_ev_per_angstrom": [[2.693, 0.210, 1.105], [-3.057, 0.441, -2.551], [-1.652, 0.101, 0.427], [-0.651, -0.098, -0.193], [2.141, -1.393, 0.659], [1.270, 0.788, 1.103], [-3.171, -0.992, -1.418], [1.926, -0.847, 1.639], [-0.870, -0.107, -0.136], [0.248, -0.754, -0.402], [0.797, 1.731, 1.068], [0.472, 1.736, -0.700], [-0.145, -0.815, -0.600]],
  "orbital_gap_ev": 8.878,
  "fmax_ev_per_a": 4.01,
  "total_charge": -1,
  "energy_ev": -12883.4633,
  "smiles": "O=C1N=C([O-])OC12CC2"
}



Calculated energy above the lowest of the compared OMol25 structures with the same formula, charge and spin, 228.2 6.0 kcal per mole (same order as the records).